Computed, not measured: the ion C10H17FN2O8PS2 with charge +1, with ωB97M-V with the def2-TZVPD basis set.

Positions of all 41 atoms, in Å:
O -3.33818 3.05710 -1.06543
C -2.22425 3.13514 -1.64423
O -2.05019 2.47620 -2.89556
C -0.69840 1.94524 -2.91591
C -0.65974 0.43597 -3.53787
N 0.14854 -0.39479 -2.58145
C 1.55618 -0.66876 -2.76372
S 2.53408 -0.02544 -4.21734
C 2.01354 -1.51217 -1.55013
F 3.30082 -2.00282 -1.31162
N 0.79564 -1.61985 -0.79428
C 0.74038 -2.33849 0.54020
C 0.58650 -1.15422 1.64744
C 0.89512 -1.63473 3.14833
C 1.57537 -0.35819 3.90879
S 0.59789 1.20828 3.69785
O 0.88275 2.22471 4.78110
O -0.89712 0.94346 3.75422
O 0.93104 1.99420 2.23007
C -0.38394 -0.96483 -1.35742
P -2.13617 -0.85071 -0.64841
O -3.15205 -0.75723 -1.78786
O -2.34707 0.49091 0.37204
O -2.53928 -2.22644 0.29888
H -1.38669 3.72999 -1.11765
H 0.06392 2.61928 -3.45832
H -0.35585 1.85880 -1.81233
H -1.71354 -0.01022 -3.65489
H -0.21362 0.48794 -4.58537
H 2.53352 1.35929 -3.95967
H -0.13282 -3.06812 0.61170
H 1.69504 -2.96096 0.70223
H 1.39256 -0.37486 1.36725
H -0.43809 -0.64575 1.61150
H 1.59404 -2.53176 3.23357
H -0.06079 -1.86848 3.74194
H 1.80585 -0.59255 5.01642
H 2.61725 -0.23552 3.41624
H 1.91360 2.01496 2.08478
H -3.25681 0.86653 0.28500
H -2.18905 -2.05108 1.20992

For the gap between HOMO and LUMO, the calculation gives 0.3070 hartree. The calculation puts the HOMO energy at -13.23 eV. The value obtained for the total energy is -2339.8712 a.u. The lowest unoccupied orbital energy comes out at -4.9 eV. As for the SMILES: O=COCCn1c(S)c(F)[n+](CCCCS(=O)(=O)O)c1P(=O)(O)O. The total charge is +1.

Computed, not measured: the ion C10H17IN3O with charge +1, with ωB97M-V with the def2-TZVPD basis set.

Positions of all 32 atoms, in Å:
C -1.04479 -1.23806 2.65248
C 0.06448 -1.10400 1.62772
C -0.52005 -0.37960 0.28243
N -1.26676 0.84515 0.54665
C 0.62103 0.13852 -0.77131
C 1.21399 1.74820 -0.71750
O 2.18377 1.78482 -1.65389
N 0.58333 2.53410 -0.01321
N 0.60120 3.94602 0.03772
C -0.00978 -0.04651 -2.13567
C -0.13135 -1.51845 -2.60746
C 0.78521 -2.41766 -2.16686
C 1.81999 -1.96997 -1.22785
C 1.80546 -0.79586 -0.67759
I 3.54864 -0.19263 0.36817
H -1.90132 -1.75538 2.33600
H -1.20196 -0.36955 3.18038
H -0.57081 -1.83596 3.41452
H 0.90951 -0.54391 2.02018
H 0.41355 -2.07689 1.18204
H -0.99429 -1.09620 -0.46030
H -0.60049 1.66820 0.53859
H -1.77165 0.81341 1.46076
H -1.84438 1.08666 -0.18087
H 2.53635 2.63409 -1.97746
H 1.38562 4.51123 0.02549
H 0.08338 4.13144 0.93826
H 0.55071 0.55471 -2.91363
H -1.03921 0.18844 -2.06072
H -0.95509 -1.71507 -3.17368
H 0.63092 -3.38640 -2.55997
H 2.76688 -2.49534 -1.01919

For the gap between HOMO and LUMO, the calculation gives 0.3199 hartree. As for the energy relative to the best compared isomer or geometry (same formula, charge and spin): 47.2 kcal per mole. The calculation puts the HOMO energy at -11.47 eV. The value obtained for the total energy is -928.0665 a.u. The lowest unoccupied orbital energy comes out at -2.8 eV. As for the SMILES: CC[C@@H]([NH3+])[C@]1(/C(O)=N/N)CC=CC=C1I. The total charge is +1.

Computed, not measured: a structure of composition C10H17N, with ωB97M-V with the def2-TZVPD basis set.

Positions of all 28 atoms, in Å:
C 2.85468 1.51600 -0.46115
C 3.23474 0.26758 -0.98429
C 3.04351 -0.89475 -0.23757
C 2.38345 -0.75975 0.98638
C 1.96347 0.50742 1.40149
C 0.65520 -0.99441 -0.08143
C -0.47578 -0.14441 -0.71463
C -1.74819 -0.24060 0.11748
C -2.91072 0.58040 -0.42715
C -4.17986 0.37840 0.36686
H 3.08034 2.40836 -1.03161
H 3.73710 0.23556 -1.93037
H 3.37166 -1.84134 -0.60878
H 2.18737 -1.59233 1.67057
H 1.46444 0.63018 2.36868
H 0.85930 -0.68916 0.96548
H 0.36868 -2.05701 -0.06204
H 1.57856 -0.92350 -0.63614
H -0.67204 -0.57392 -1.71861
H -0.17780 0.91319 -0.83301
H -2.03378 -1.29577 0.18645
H -1.48361 0.05902 1.13024
H -3.08145 0.28591 -1.46592
H -2.64006 1.66357 -0.46554
H -4.04533 0.61550 1.41810
H -5.00337 0.96057 -0.03328
H -4.56451 -0.65376 0.34218
N 2.23397 1.63906 0.73759

For the gap between HOMO and LUMO, the calculation gives 0.3129 hartree. As for the energy relative to the best compared isomer or geometry (same formula, charge and spin): 142.8 kcal per mole. The calculation puts the HOMO energy at -7.75 eV. The value obtained for the total energy is -445.7997 a.u. The lowest unoccupied orbital energy comes out at 0.8 eV. The total charge is 0.

Computed, not measured: the molecule C10H17N, with ωB97M-V with the def2-TZVPD basis set.

Positions of all 28 atoms, in Å:
C 3.08269 -1.35352 0.35061
C 2.08412 -0.40222 -0.51131
C 0.70827 -0.31569 0.20785
C -0.24537 -1.41741 -0.23003
C -1.70247 -1.01097 0.08200
C -2.62486 -2.17560 0.42314
N -2.18536 0.14503 -0.00955
C -1.33023 1.20887 -0.08486
C -2.04310 2.60368 -0.33728
C -0.01335 0.96701 0.08907
C 0.89285 2.26740 0.05900
H 2.54878 -2.24341 0.55141
H 3.24654 -0.95334 1.32186
H 3.89757 -1.65371 -0.25231
H 1.95426 -0.91543 -1.49351
H 2.36058 0.52425 -0.83084
H 1.00373 -0.46775 1.26359
H -0.22114 -1.65265 -1.31442
H -0.15561 -2.25128 0.43536
H -3.50018 -1.73197 0.72437
H -2.04707 -2.77845 1.11236
H -2.88596 -2.82828 -0.34691
H -1.46174 3.21983 0.26701
H -3.02022 2.60812 -0.11314
H -1.72286 2.90974 -1.36376
H 1.30030 2.50396 -0.99156
H 1.77007 2.08996 0.66465
H 0.30976 3.10381 0.32722

For the gap between HOMO and LUMO, the calculation gives 0.3279 hartree. As for the energy relative to the best compared isomer or geometry (same formula, charge and spin): 80.3 kcal per mole. The calculation puts the HOMO energy at -7.92 eV. The value obtained for the total energy is -445.8993 a.u. The lowest unoccupied orbital energy comes out at 1.0 eV. As for the SMILES: CC[C@@H]1CC(C)=NC(C)=C1C. The total charge is 0.

Computed, not measured: a structure of composition C10H17N, with ωB97M-V with the def2-TZVPD basis set.

Positions of all 28 atoms, in Å:
C 3.15194 -0.84625 -0.00328
C 4.38540 -1.06576 0.59164
C 5.29546 -0.01444 0.61034
C 4.91917 1.19920 0.05078
C 3.66913 1.31244 -0.53542
C -0.28580 -0.90290 -0.42308
C -1.70142 -0.45817 -0.88176
C -2.74993 0.19596 0.10864
C -4.17441 -0.00431 -0.27366
C -4.98869 0.68200 0.99120
H 2.41988 -1.65142 -0.03941
H 4.62426 -2.03469 1.02725
H 6.28064 -0.13335 1.07160
H 5.60909 2.03613 0.03692
H 3.36670 2.24871 -1.01667
H 0.49733 -0.15151 0.02762
H -0.25943 -1.52033 0.55066
H 0.28149 -1.38587 -1.12303
H -2.06837 -1.33341 -1.26008
H -1.56369 0.16666 -1.83484
H -2.43504 -0.26986 1.08391
H -2.65615 1.54555 -0.01490
H -4.54678 -0.98178 -0.40804
H -4.18700 0.39881 -1.22453
H -4.58193 1.71256 1.17101
H -5.90860 0.84380 0.47731
H -5.18258 0.10992 1.81308
N 2.78932 0.30229 -0.57325

For the gap between HOMO and LUMO, the calculation gives 0.3927 hartree. As for the energy relative to the best compared isomer or geometry (same formula, charge and spin): 93.4 kcal per mole. The calculation puts the HOMO energy at -9.70 eV. The value obtained for the total energy is -445.8783 a.u. The lowest unoccupied orbital energy comes out at 1.0 eV. The total charge is 0.

Computed, not measured: a structure of composition C10H17N, with ωB97M-V with the def2-TZVPD basis set.

Positions of all 28 atoms, in Å:
C 0.56270 1.68133 1.12461
C 1.01396 2.34973 2.27185
C 1.07287 1.58007 3.47203
C 0.57259 0.28721 3.50647
C -0.06472 -0.18360 2.36145
C -0.45339 -0.64360 -1.55375
C -0.73124 -1.50288 -0.41638
C -0.32076 -1.67965 -2.63300
C 0.87953 0.16907 -1.40919
C -1.47718 0.29369 -1.99539
H 0.73142 2.22281 0.19957
H 1.29462 3.38733 2.27968
H 1.54878 2.08397 4.25398
H 0.53298 -0.29000 4.40043
H -0.60271 -1.08798 2.38168
H -1.92252 -1.57951 -0.63782
H -0.01047 -2.69206 -0.46674
H -0.62854 -0.98602 0.65012
H 0.12022 -1.61596 -3.74111
H 0.56139 -2.28941 -2.10529
H -0.99038 -2.63286 -2.83570
H 1.10546 0.60871 -2.37079
H 1.63431 -0.49192 -1.11605
H 0.77926 0.84689 -0.59592
H -1.86723 1.04061 -1.19436
H -1.06046 0.93659 -2.71050
H -2.37382 -0.21710 -2.23205
N 0.09335 0.40456 1.11215

For the gap between HOMO and LUMO, the calculation gives 0.3523 hartree. As for the energy relative to the best compared isomer or geometry (same formula, charge and spin): 151.6 kcal per mole. The calculation puts the HOMO energy at -9.10 eV. The value obtained for the total energy is -445.7857 a.u. The lowest unoccupied orbital energy comes out at 0.5 eV. The total charge is 0.